Below is a structure of composition C43H45AsCsF10N3OS2Te, with properties calculated with ωB97M-V/def2-TZVPD.

Positions of all 107 atoms, in Å:
Cs: 0.57 0.29 0.08
Te: 1.04 3.73 1.45
As: -0.47 0.81 -3.18
S: 1.39 2.58 -1.79
S: -2.29 1.99 0.84
F: 7.25 -4.29 2.73
F: 2.49 0.58 5.11
F: 0.07 -4.22 4.12
F: 0.75 0.44 3.10
F: 1.89 -4.04 6.01
F: 7.07 0.43 2.46
F: 3.15 -1.67 6.61
F: 8.41 -1.85 3.23
F: 4.66 0.30 1.27
F: 4.85 -4.50 1.58
O: -1.91 0.73 0.18
N: 3.39 -2.02 0.85
N: 0.21 -3.73 -0.14
N: -0.40 -1.88 2.34
C: 1.29 -2.75 -0.05
C: 1.05 -0.72 3.77
C: 1.95 -0.63 4.80
C: -2.47 4.51 -2.70
C: 0.58 -4.87 -0.94
C: 3.10 2.93 -5.41
C: -0.32 -4.13 1.15
C: -2.32 1.70 2.67
C: -1.79 2.22 -3.03
C: 4.56 -2.09 1.40
C: -1.29 -1.43 -4.84
C: -2.38 -1.41 -6.97
C: 2.25 2.16 -6.19
C: 2.87 3.07 -4.06
C: 6.49 -0.78 2.25
C: 5.26 -0.86 1.66
C: -2.49 -0.03 -6.89
C: 0.71 -3.02 4.25
C: -1.48 3.57 -2.92
C: 2.60 -3.20 0.61
C: -2.01 0.64 -5.78
C: 1.15 1.54 -5.61
C: -4.13 2.12 0.59
C: 5.34 -3.24 1.81
C: 2.28 -1.75 5.57
C: -1.13 -3.03 1.86
C: -3.13 1.84 -2.96
C: 6.58 -3.16 2.39
C: -3.80 4.11 -2.63
C: -4.13 2.77 -2.78
C: 2.85 2.89 2.24
C: -1.78 -2.11 -5.93
C: 0.60 4.61 3.40
C: 0.39 -1.92 3.37
C: -6.30 0.90 0.25
C: -4.93 0.88 0.92
C: 7.18 -1.93 2.64
C: -1.38 -0.04 -4.74
C: 0.89 1.69 -4.26
C: -2.45 0.26 3.12
C: 1.77 2.46 -3.46
C: 1.63 -2.94 5.27
C: -2.41 0.18 4.64
H: 2.63 2.46 3.21
H: -1.64 -0.34 2.70
H: 3.19 2.12 1.57
H: -0.81 -1.96 -4.02
H: -0.31 -5.47 -1.15
H: -0.44 3.88 -2.96
H: 2.37 -3.71 1.56
H: 1.52 4.68 3.96
H: -2.95 0.51 -7.71
H: 3.12 -3.92 -0.04
H: -5.07 0.80 2.00
H: -6.18 0.86 -0.83
H: 1.00 -4.53 -1.88
H: -6.89 0.04 0.55
H: 0.17 5.60 3.30
H: -2.21 5.55 -2.58
H: -1.69 -3.53 2.67
H: -0.09 3.99 3.96
H: -4.37 0.01 0.58
H: 3.97 3.40 -5.86
H: -2.76 -1.94 -7.84
H: -2.10 1.72 -5.73
H: 0.91 -1.91 0.53
H: 3.56 3.63 -3.44
H: 0.51 0.91 -6.23
H: -4.19 2.32 -0.48
H: -4.47 2.99 1.14
H: -3.39 -0.18 2.77
H: -3.11 2.33 3.07
H: 1.51 -2.39 -1.06
H: -1.69 -3.19 -5.99
H: 0.47 -4.50 1.82
H: -4.58 4.84 -2.47
H: -5.16 2.46 -2.73
H: -1.58 0.78 5.02
H: -3.37 0.78 -3.05
H: -1.01 -4.96 0.97
H: 2.45 2.05 -7.25
H: -3.33 0.56 5.10
H: 1.33 -5.53 -0.46
H: -1.36 2.09 3.01
H: -6.85 1.80 0.50
H: -1.85 -2.63 1.14
H: 3.62 3.66 2.34
H: -2.25 -0.84 4.97

## Properties
* net charge: -2
* highest occupied orbital energy: -1.3 eV
* gap between HOMO and LUMO: 4.542 eV

Below is a structure of composition C43H45CdN10O3, with properties calculated with ωB97M-V/def2-TZVPD.

Positions of all 102 atoms, in Å:
Cd: 1.19 7.08 -25.70
O: 4.30 9.41 -24.56
O: 5.72 10.38 -23.20
O: 5.78 10.76 -25.19
N: 7.53 14.61 -16.72
N: 5.25 16.21 -25.94
N: 4.42 13.05 -32.39
N: 3.20 3.46 -24.33
N: 5.31 10.14 -24.33
N: 11.37 6.74 -19.59
N: 3.12 6.68 -29.66
N: -0.98 10.62 -27.05
N: 10.93 12.63 -23.61
N: -0.54 7.69 -21.74
C: 4.03 3.59 -23.25
C: 12.11 11.91 -23.51
C: 10.14 7.29 -19.71
C: 6.56 14.21 -32.24
C: 12.12 7.11 -18.54
C: 3.21 2.19 -24.92
C: -1.95 8.44 -19.24
C: 4.85 16.92 -27.02
C: 8.99 15.89 -18.24
C: 8.08 14.87 -17.99
C: -1.12 6.83 -20.84
C: 9.42 16.63 -17.21
C: 6.19 14.94 -33.37
C: 10.35 8.42 -17.58
C: 4.10 13.79 -33.45
C: 4.56 18.20 -26.62
C: 4.48 6.73 -29.89
C: -2.15 13.21 -27.71
C: 13.15 12.85 -23.68
C: 8.87 16.44 -15.91
C: 5.23 17.01 -24.83
C: 7.94 15.44 -15.75
C: -1.33 9.41 -20.05
C: 11.20 13.89 -24.00
C: 2.38 6.49 -30.79
C: 4.37 6.23 -32.22
C: -0.34 11.60 -27.71
C: -2.90 12.21 -27.09
C: -2.30 10.99 -26.78
C: 11.60 7.87 -17.51
C: 12.56 14.08 -23.94
C: 3.97 1.15 -24.40
C: -0.64 8.96 -21.24
C: 4.95 14.78 -33.98
C: 5.12 6.48 -31.13
C: -0.79 12.90 -27.97
C: 2.97 6.28 -32.02
C: 4.69 2.51 -22.65
C: 5.62 13.24 -31.81
C: -1.75 7.12 -19.63
C: 4.73 1.32 -23.23
C: 4.88 18.31 -25.23
C: 9.62 8.16 -18.74
H: 4.74 19.18 -24.61
H: -2.23 6.36 -19.03
H: 13.04 15.04 -24.08
H: 5.54 15.24 -25.99
H: 13.14 6.76 -18.52
H: 4.69 15.41 -34.82
H: 0.69 11.43 -27.98
H: 1.31 6.41 -30.68
H: 8.94 17.22 -15.17
H: 8.66 8.65 -18.89
H: -3.94 12.46 -26.96
H: 12.17 10.86 -23.27
H: 6.19 6.44 -31.26
H: 10.40 14.60 -24.16
H: 5.73 12.59 -30.96
H: 5.23 0.50 -22.73
H: 5.22 2.61 -21.71
H: 10.09 17.44 -17.45
H: 7.43 15.43 -14.80
H: 10.02 9.06 -16.76
H: 4.01 4.51 -22.68
H: 9.55 7.14 -20.61
H: 2.59 1.88 -25.75
H: 3.09 13.68 -33.82
H: -0.11 13.63 -28.39
H: -1.09 5.80 -21.19
H: 5.13 6.95 -29.05
H: 14.19 12.55 -23.58
H: -2.54 14.20 -27.93
H: 4.80 16.45 -27.99
H: -1.41 10.47 -19.83
H: 12.28 8.03 -16.69
H: 9.54 16.05 -19.16
H: 10.01 12.29 -23.39
H: -3.00 10.30 -26.31
H: 5.62 16.63 -23.90
H: 4.20 19.04 -27.20
H: 6.83 15.73 -33.72
H: 4.95 6.19 -33.13
H: 3.89 0.21 -24.92
H: -2.51 8.61 -18.34
H: 2.38 6.14 -32.92
H: 7.51 14.45 -31.79
H: -0.25 9.67 -21.96
H: 7.68 14.27 -18.79

## Properties
* net charge: +1
* highest occupied orbital energy: -10.0 eV
* gap between HOMO and LUMO: 1.486 eV

Below is a cluster of 9 separate species, C43H45N8O17 in total, with properties calculated with ωB97M-V/def2-TZVPD.

Positions of all 113 atoms, in Å:
O: 0.92 -1.94 0.93
O: 3.97 1.72 -7.33
O: 2.57 -0.26 4.74
O: 1.15 -1.59 -1.20
O: 5.40 -3.98 -3.98
O: -1.30 0.63 2.92
O: 4.76 3.55 -6.31
O: 0.03 -0.14 0.13
O: 3.57 -4.89 -3.52
O: -6.16 4.45 -3.71
O: -3.53 2.03 -5.07
O: -7.66 3.84 -2.16
O: -4.22 0.99 -6.97
O: 0.70 4.23 -1.70
O: -3.19 1.59 3.43
O: -7.47 -1.25 2.95
O: -7.06 -1.19 0.79
N: 1.15 3.66 0.50
N: -6.53 3.79 -2.71
N: -3.66 1.03 -5.78
N: 3.96 0.06 3.05
N: 4.54 -4.22 -3.21
N: -6.69 -1.36 1.98
N: -2.13 0.88 3.70
N: 4.28 2.34 -6.39
C: 5.48 -3.98 1.14
C: -4.04 3.21 -2.38
C: 4.83 -4.06 -1.79
C: 4.95 0.88 3.82
C: -2.97 2.65 -1.36
C: -2.15 -0.45 8.00
C: -0.86 -0.06 7.30
C: 6.54 -4.27 0.25
C: -0.79 0.31 5.75
C: 1.77 4.96 0.65
C: -4.38 -1.88 1.04
C: -3.44 0.21 5.83
C: 3.70 -4.00 -0.79
C: 3.22 0.31 -4.99
C: 6.23 -4.13 -1.28
C: -2.15 0.47 5.12
C: 3.99 -3.73 0.71
C: -3.34 -0.26 7.30
C: -4.70 1.58 0.08
C: 0.63 3.36 -0.72
C: -2.59 -2.66 2.71
C: 4.08 2.48 -3.68
C: -1.21 -2.62 -4.80
C: -2.91 -2.18 1.46
C: 3.73 1.77 -2.44
C: 1.39 2.75 1.57
C: 0.69 -1.27 -0.05
C: 2.85 -0.46 3.54
C: -4.96 -2.37 3.61
C: -1.28 -1.52 -3.88
C: -5.41 -1.71 2.28
C: -3.36 1.88 -0.17
C: -5.46 3.13 -1.89
C: 3.97 1.70 -5.04
C: -1.87 -2.54 -6.29
C: 2.88 -0.40 -3.52
C: -2.16 -0.30 -4.14
C: -3.52 -2.86 3.85
C: -2.42 -1.26 -6.68
C: 4.41 0.03 1.64
C: -5.81 2.10 -0.78
C: 3.22 0.46 -2.29
C: -2.71 -0.17 -5.49
H: -5.76 -2.48 4.36
H: 0.32 2.58 1.84
H: -1.78 -3.44 -6.89
H: 3.06 -0.34 -5.78
H: -3.02 -3.35 4.78
H: -4.92 0.92 1.01
H: 5.02 0.76 4.98
H: 2.56 -3.99 -1.26
H: -3.72 3.77 -3.38
H: -6.87 1.96 -0.50
H: 1.98 3.14 2.27
H: 5.11 -0.90 1.69
H: -2.13 -0.75 9.12
H: 7.47 -4.28 0.79
H: -0.62 -3.45 -4.54
H: 4.72 0.85 1.10
H: -2.68 -0.86 -7.74
H: 0.14 -0.16 8.04
H: 5.95 0.50 3.53
H: 2.86 5.17 0.26
H: 0.23 0.50 5.42
H: -1.57 -2.97 2.82
H: 1.92 5.17 1.60
H: -4.28 -0.63 7.83
H: -4.61 -1.44 0.05
H: -4.44 0.24 5.46
H: -0.83 -1.51 -2.97
H: 3.15 -3.52 1.42
H: -2.14 0.43 -3.27
H: 1.57 1.67 1.09
H: -1.90 2.88 -1.59
H: 3.06 0.03 -1.33
H: 7.08 -3.86 -1.83
H: 1.07 5.75 0.31
H: -0.31 -0.12 1.07
H: 3.97 2.42 -1.46
H: 2.36 -1.12 2.92
H: 3.55 -0.52 1.21
H: -2.64 1.49 0.47
H: 5.04 1.91 3.62
H: 4.23 3.49 -3.68
H: 2.34 -1.44 -3.61
H: -2.12 -1.99 0.95
H: 5.70 -3.80 2.34
H: 0.37 2.30 -0.79

## Properties
* net charge: -1
* highest occupied orbital energy: -6.0 eV
* gap between HOMO and LUMO: 6.183 eV

Below is a structure of composition C43H46ClNSb2SiV, with properties calculated with ωB97M-V/def2-TZVPD.

Positions of all 95 atoms, in Å:
Sb: -1.85 1.86 -0.12
Sb: -0.93 -0.84 2.02
V: -0.64 -0.54 -0.79
Cl: -2.25 -3.13 -1.00
Si: 2.11 -2.56 -1.21
N: 1.53 -0.90 -0.78
C: 3.80 0.26 -0.31
C: 1.25 -3.76 -0.07
C: -5.08 -3.20 3.14
C: -3.40 -1.88 -1.46
C: 1.12 -2.63 5.49
C: -3.87 -3.89 3.21
C: -1.24 0.96 3.15
C: -1.36 3.04 -2.94
C: 4.42 1.09 -1.51
C: 1.83 -1.74 2.97
C: 0.15 -2.14 4.63
C: 3.96 -2.80 -1.06
C: -0.89 5.66 -2.19
C: -1.40 3.36 -1.59
C: -0.78 2.89 1.51
C: 4.32 2.43 -0.59
C: -5.10 -1.86 2.78
C: 2.45 -2.67 5.10
C: 3.69 3.79 -0.81
C: 1.89 2.48 -1.42
C: -2.69 -1.89 2.56
C: -2.97 -0.86 -2.33
C: -3.95 0.10 -2.64
C: -4.68 -1.97 -0.94
C: 2.38 3.85 -1.09
C: 3.46 1.61 0.37
C: -5.23 0.04 -2.13
C: 2.32 0.07 -0.57
C: -1.57 -0.77 -2.77
C: 3.76 0.68 -2.81
C: 2.81 -2.22 3.83
C: -5.61 -0.99 -1.27
C: -2.68 -3.23 2.93
C: -0.29 2.07 2.70
C: -3.91 -1.21 2.48
C: 2.57 1.03 -3.30
C: 2.03 1.52 -0.26
C: -1.17 4.69 -1.23
C: -0.83 5.31 -3.53
C: 1.90 2.20 -2.72
C: 0.49 -1.70 3.35
C: -1.07 4.00 -3.91
C: 1.64 -2.80 -3.00
H: 4.30 -0.11 -3.33
H: 0.61 -2.50 -3.20
H: -0.71 6.68 -1.89
H: 4.55 -2.07 -1.61
H: -0.12 2.74 3.54
H: 5.33 2.56 -0.20
H: -3.94 -0.17 2.17
H: -3.86 -4.93 3.49
H: 1.76 3.03 -3.41
H: 1.57 -3.63 0.96
H: -5.95 0.81 -2.40
H: 3.50 1.77 1.45
H: 2.12 -1.39 1.98
H: 4.27 4.68 -0.60
H: -4.93 -2.78 -0.28
H: -1.45 -0.03 -3.56
H: 0.83 -2.97 6.48
H: 0.69 1.63 2.48
H: 2.30 -2.21 -3.64
H: 4.17 -3.78 -1.52
H: -1.75 -3.77 2.99
H: 0.17 -3.69 -0.10
H: -6.01 -3.72 3.37
H: -1.04 3.71 -4.95
H: 1.19 1.65 0.41
H: 1.75 -3.85 -3.27
H: -0.89 -2.11 4.95
H: -1.23 5.00 -0.19
H: -1.52 2.02 -3.25
H: -3.68 0.91 -3.31
H: 0.06 3.43 1.05
H: -1.48 3.65 1.87
H: 4.31 -2.85 -0.03
H: -0.60 6.06 -4.28
H: 2.20 0.57 -4.21
H: 5.48 0.86 -1.60
H: -1.07 0.67 4.18
H: -1.22 -1.73 -3.15
H: 3.20 -3.05 5.77
H: -2.29 1.26 3.05
H: 3.84 -2.24 3.52
H: -6.04 -1.33 2.72
H: 4.42 -0.52 0.12
H: 1.52 -4.78 -0.37
H: -6.61 -1.04 -0.87
H: 1.80 4.75 -1.17

## Properties
* ⟨S²⟩: 3.78
* 2S+1: 4
* highest occupied orbital energy (alpha / beta): -6.2 / -6.0 eV
* gap between HOMO and LUMO (alpha / beta): 6.562 / 6.356 eV

E_tot readings, ordered: -169361.225 -70907.374 -92012.465 -105985.892 eV
Largest force on an atom readings, ordered: 0.051 0.111 0.187 0.008 Eh/bohr